A 15-piece molecular cluster, C60H89F24N7O16 overall in a non-equilibrium geometry, computed with ωB97M-V with the def2-TZVPD basis set.

Results
E_HOMO ... -10.9 eV
Multiplicity ... 1
LUMO energy ... 0.13 eV
Maximum force ... 5.9 eV/A
Total energy ... -172071.632 eV
Molecular weight ... 1620.4 g mol⁻¹

```
196
Properties=species:S:1:pos:R:3:forces:R:3
C 5.50811 1.86687 -0.63613 1.04 -0.11 -0.50
C 6.16143 0.90899 -1.71030 -0.43 1.33 0.62
C 5.68231 1.14130 -3.16642 -0.04 -0.72 0.00
C 5.64038 2.51203 -3.61231 -0.04 3.28 0.12
N 5.60349 3.64585 -3.89054 0.03 -2.24 0.41
H 4.41957 1.90627 -0.59591 -0.06 -0.35 -0.26
H 5.85918 2.88774 -0.78671 -0.12 0.11 -0.35
H 5.87080 1.65532 0.36976 -0.08 -0.48 -0.06
H 6.06314 -0.12116 -1.36794 -0.25 -0.03 -0.49
H 7.23346 1.10218 -1.74939 0.07 0.11 0.35
H 4.68874 0.74625 -3.37820 0.04 -0.38 0.13
H 6.39507 0.69578 -3.86039 -0.15 -0.58 0.02
C -3.26688 4.01097 -0.24880 -0.26 -0.09 0.40
C -3.24334 4.25539 1.29785 0.59 -1.42 -0.78
C -4.64629 4.40208 1.91863 -0.07 -0.04 -0.02
C -5.37776 3.13209 2.17008 -1.07 -2.46 0.29
N -5.95770 2.12435 2.36617 1.76 2.90 -0.54
H -2.42867 3.48230 -0.70269 0.72 0.41 0.57
H -3.43551 4.91982 -0.82642 -0.16 -0.01 0.05
H -4.02633 3.26943 -0.49669 -0.65 0.27 0.17
H -2.55736 5.02985 1.64097 -0.43 0.55 -0.37
H -2.74457 3.38360 1.72130 -0.28 -0.26 0.15
H -5.28409 4.99430 1.26244 -0.05 0.11 -0.01
H -4.57488 4.92540 2.87212 -0.06 -0.03 -0.02
C -6.69227 0.70800 -1.23091 1.02 -1.86 -0.50
C -7.71423 -0.39691 -1.56081 -0.97 1.74 -1.69
C -7.83130 -0.61826 -3.12435 0.65 -1.05 0.69
C -8.16850 0.50148 -3.95614 -0.70 3.24 -1.32
N -8.44998 1.43904 -4.59909 0.65 -2.13 1.38
H -5.76491 0.27537 -1.60634 0.63 0.23 0.13
H -6.56972 0.78954 -0.15089 -0.18 0.52 -0.10
H -6.78813 1.63833 -1.79073 -0.57 0.05 0.39
H -8.65982 0.04513 -1.24687 -0.38 -0.79 0.30
H -7.49192 -1.36336 -1.10844 -0.10 0.25 0.21
H -8.53175 -1.38976 -3.44412 -0.21 -0.25 0.56
H -6.87885 -0.99745 -3.49468 0.25 0.04 -0.05
C 8.24087 -1.95799 1.51004 1.15 0.09 1.03
C 7.99474 -2.09229 3.07092 0.72 0.06 -2.16
C 6.56357 -2.47343 3.30332 -1.00 -0.20 0.80
C 5.55454 -1.47399 2.90948 -0.52 0.95 -0.34
N 4.74362 -0.70015 2.60992 0.95 -0.89 0.30
H 8.29342 -2.86245 0.90400 -1.02 -0.56 0.48
H 9.28481 -1.68866 1.34956 -0.01 0.95 0.11
H 7.55207 -1.24027 1.06447 0.18 0.03 -0.06
H 8.26025 -1.17461 3.59576 -0.25 0.23 -0.26
H 8.69503 -2.81936 3.48209 -0.33 -0.35 -0.02
H 6.39639 -2.63837 4.36772 -0.14 -0.10 0.09
H 6.27242 -3.38246 2.77701 0.22 -0.17 -0.03
C -2.89124 -3.05066 -3.43916 -0.51 -0.74 0.64
C -4.26360 -2.77890 -2.70315 1.96 2.12 -1.55
C -4.80475 -3.88929 -1.90533 -0.30 -0.98 -0.13
C -3.93882 -4.20031 -0.79157 -0.23 -0.17 0.01
N -3.24976 -4.50226 0.06686 0.63 -0.09 0.71
H -3.04879 -3.81465 -4.20047 -0.21 0.14 -0.31
H -2.12528 -3.51227 -2.81601 -0.10 0.14 0.53
H -2.39839 -2.19568 -3.90199 -0.49 0.22 0.05
H -4.93122 -2.45027 -3.49964 -0.39 -0.24 0.11
H -4.19246 -1.92544 -2.02887 0.29 0.30 -0.09
H -4.80958 -4.77955 -2.53423 -0.56 -0.25 0.11
H -5.78768 -3.62257 -1.51698 -0.11 -0.36 -0.05
C -3.30715 0.81235 -4.23360 -0.90 0.21 0.47
C -2.85735 0.45084 -5.62018 -0.20 -1.42 0.59
C -4.00065 0.41236 -6.65636 0.94 1.05 -0.09
C -5.11809 -0.46066 -6.35736 -1.69 -2.04 1.26
N -5.98717 -1.17378 -6.03370 1.86 1.53 -0.76
H -2.55430 0.51552 -3.50339 0.06 0.71 0.02
H -4.21887 0.31852 -3.89743 -0.10 -0.64 -0.31
H -3.64453 1.84830 -4.20063 0.68 0.36 0.37
H -2.43798 -0.55101 -5.52790 0.09 -0.24 -0.34
H -1.99991 1.07451 -5.87303 -0.37 0.22 -0.62
H -3.56676 0.15255 -7.62194 -0.29 0.11 -0.15
H -4.41566 1.41985 -6.68531 -0.06 0.14 -0.42
C 2.14359 -0.01919 8.08385 0.56 1.76 1.35
C 2.00565 -0.34548 6.62710 0.00 -1.16 0.48
C 3.15254 -0.04578 5.66902 0.34 0.27 0.11
C 4.42377 -0.67779 5.98184 0.15 -0.58 0.54
N 5.41069 -1.22116 6.20266 0.07 0.05 0.00
H 1.61575 -0.67154 8.77951 0.09 -0.39 -0.39
H 1.75075 0.96357 8.34454 -0.12 0.28 -0.24
H 3.17946 0.06695 8.41194 0.18 -0.44 -0.02
H 1.08344 0.11164 6.26840 0.01 -0.39 -0.37
H 1.94827 -1.43205 6.69172 -0.58 -0.17 -0.88
H 3.41593 1.01113 5.62819 -0.42 0.25 -0.35
H 2.91739 -0.46537 4.69088 -0.19 0.50 -0.21
C -1.78850 0.34694 4.75161 -1.18 0.56 0.18
C -2.63844 1.49801 4.12756 2.03 -1.63 -1.08
O -3.35147 2.12183 5.16919 -0.30 1.44 1.11
C -3.30215 3.45312 5.32307 1.46 1.33 -3.16
O -2.89384 4.25935 4.46248 -0.95 -2.22 2.65
C -3.88579 3.96396 6.66932 0.78 -1.78 -1.20
F -3.07537 4.79768 7.28063 0.09 0.86 -0.06
F -5.03493 4.52921 6.33303 -0.44 0.31 0.82
F -4.03205 2.92055 7.48732 -0.82 0.11 0.27
H -1.36564 -0.33853 4.01715 0.08 0.34 -0.19
H -2.46015 -0.25028 5.36830 0.13 -0.06 0.19
H -1.01578 0.78212 5.38536 0.09 -0.15 -0.02
H -3.27881 1.08827 3.34645 -0.51 0.24 0.32
H -1.91935 2.13503 3.61258 -0.39 0.61 0.19
C -4.16461 -1.83650 3.22823 -0.25 -0.39 0.03
C -4.97395 -3.15108 3.08235 2.34 -0.10 -0.45
O -6.34798 -2.94290 3.12197 -2.07 1.27 0.16
C -7.07285 -2.85281 2.01979 2.24 -2.40 -2.29
O -6.70684 -3.28180 0.91391 -1.30 1.62 2.37
C -8.46265 -2.30381 2.29936 -0.80 1.51 1.10
F -8.62693 -1.90989 3.57664 0.42 -0.28 -0.11
F -8.64064 -1.17765 1.57352 -0.10 -0.85 -0.32
F -9.42302 -3.19336 2.08017 0.17 -0.01 -0.73
H -3.09596 -2.02491 3.33116 -0.03 -0.52 0.22
H -4.48967 -1.29145 4.11443 -0.08 0.15 -0.12
H -4.19049 -1.20673 2.33896 -0.60 0.05 0.00
H -4.77780 -3.82991 3.91230 0.14 0.11 -0.03
H -4.68496 -3.64070 2.15237 -0.08 -0.12 0.04
C 0.60431 3.81175 3.17669 -0.07 -1.93 0.52
C 1.65587 3.36223 4.25310 -1.05 3.52 -0.57
O 2.84711 3.25261 3.44655 1.76 -0.73 0.89
C 4.04348 3.40142 4.05647 -0.64 -0.10 2.86
O 4.28452 3.46902 5.26640 -1.15 -0.26 -3.04
C 5.23112 3.51188 3.11478 2.26 0.36 -0.85
F 5.95919 4.59711 3.39053 -0.88 1.35 0.13
F 6.14220 2.56644 3.32578 -0.57 -1.64 0.15
F 4.97026 3.52803 1.80333 -0.72 -0.01 0.28
H -0.37673 4.07818 3.56999 0.16 0.09 0.33
H 0.44754 2.90237 2.59656 -0.31 0.04 -0.40
H 0.92813 4.57517 2.46928 0.42 0.09 0.50
H 1.37013 2.61328 4.99170 0.34 -0.96 -0.89
H 1.80243 4.22362 4.90473 0.31 0.15 0.10
C 2.13400 4.78944 -1.11295 -0.19 -0.17 0.00
C 2.05596 3.69865 -2.17292 0.85 0.97 1.40
O 1.14055 4.15891 -3.16790 -2.10 -1.16 -0.59
C -0.06689 3.55813 -3.27633 0.33 -3.20 2.24
O -0.45073 2.49046 -2.73107 1.60 3.43 -1.62
C -1.06720 4.33464 -4.13256 1.26 1.39 1.19
F -2.21172 4.39079 -3.52213 -1.78 -0.48 0.97
F -0.67174 5.59696 -4.25061 0.56 0.76 -0.47
F -1.23465 3.82547 -5.30451 -0.05 -1.10 -1.96
H 1.15417 4.91557 -0.65238 -0.04 0.18 0.04
H 2.47678 5.72969 -1.54483 -0.01 -0.03 0.15
H 2.82005 4.44131 -0.34077 0.15 0.20 0.06
H 1.77557 2.80202 -1.62018 -0.28 -0.38 -0.87
H 3.05687 3.65817 -2.60263 -0.28 -0.53 -0.48
C 1.60454 0.05275 2.25207 -0.51 -0.09 0.61
C 1.41305 0.59338 0.86076 1.48 0.49 0.56
O 0.35890 -0.01259 0.14120 -2.79 -0.36 -0.50
C -0.94993 0.40550 0.29548 1.36 2.55 1.13
O -1.31557 1.36582 0.98007 0.92 -2.65 -1.55
C -1.97173 -0.42555 -0.55740 0.79 0.57 0.89
F -1.34705 -1.12967 -1.49908 -0.55 0.33 -0.16
F -2.53680 -1.29454 0.30129 -0.35 0.25 -0.46
F -2.90484 0.40494 -1.07803 0.83 -1.14 0.40
H 2.37142 0.60612 2.79408 -0.12 0.31 -0.20
H 2.00086 -0.96252 2.23596 -0.32 -0.11 -0.09
H 0.66455 0.09829 2.80201 0.01 -0.10 0.24
H 2.35358 0.31091 0.38778 -0.32 0.08 -0.80
H 1.36131 1.68181 0.83369 -0.40 0.02 0.03
C 0.66985 -0.33270 -4.12121 -0.67 -0.14 -0.37
C 1.38082 0.67308 -4.97447 1.67 -0.03 0.85
O 0.76560 0.81406 -6.22789 -0.81 1.19 -2.29
C 1.22623 1.77316 -7.05962 1.87 3.06 1.84
O 2.07043 2.65762 -6.75500 -2.94 -3.56 -1.26
C 0.46919 1.84657 -8.45059 0.55 0.06 0.55
F 1.27836 1.44346 -9.43393 0.08 -0.06 0.13
F -0.62354 1.09918 -8.47265 -0.28 -0.42 0.14
F 0.09774 3.09924 -8.71064 0.22 0.00 0.24
H -0.24682 0.06743 -3.68797 0.18 0.26 0.20
H 1.35506 -0.65001 -3.33513 -0.19 -0.18 0.01
H 0.32523 -1.16337 -4.73711 0.40 -0.34 0.08
H 2.39363 0.35406 -5.22052 0.21 -0.21 0.35
H 1.50392 1.60421 -4.42136 -0.27 0.33 -0.38
C 0.42983 -3.61280 1.32423 -1.26 0.03 -0.64
C 0.33152 -4.65131 0.20664 -0.22 0.77 0.15
O 1.58818 -5.21834 0.06717 4.71 -3.50 0.70
C 2.11721 -6.23317 0.91914 -3.83 1.37 -0.60
O 1.46042 -6.71871 1.81080 1.57 0.45 -1.03
C 3.53552 -6.70911 0.50670 0.83 -0.23 -0.37
F 4.42869 -6.30414 1.42771 -0.38 -0.07 0.02
F 3.63006 -8.05521 0.41051 -0.56 0.84 0.38
F 3.93913 -6.22428 -0.66821 -0.34 0.17 0.08
H 1.23145 -2.88262 1.21321 0.53 -0.65 -0.13
H 0.45424 -4.16526 2.26354 0.00 0.51 0.17
H -0.43321 -2.95562 1.21758 -0.50 -0.26 0.57
H 0.21869 -4.22431 -0.78987 -0.45 0.39 0.16
H -0.42730 -5.42691 0.31025 -0.16 0.22 0.50
C 7.13230 -5.08732 -3.44223 -0.70 0.94 0.39
C 5.96857 -4.14751 -3.82482 0.62 -0.80 -0.49
O 5.17667 -3.87008 -2.66245 -0.88 1.62 1.11
C 4.49689 -2.68561 -2.56559 2.30 0.08 -4.39
O 4.41875 -1.88822 -3.52684 -0.20 -2.09 3.52
C 3.89195 -2.46103 -1.17527 0.26 -1.78 -1.15
F 4.50452 -3.22254 -0.21735 -1.05 1.22 -0.86
F 3.92885 -1.19550 -0.91893 0.45 1.46 1.20
F 2.60772 -2.78152 -1.33115 -0.51 -0.61 0.80
H 6.86809 -6.00962 -2.92487 -0.22 0.00 -0.33
H 7.71174 -4.48329 -2.74402 0.41 -0.25 0.01
H 7.71594 -5.26031 -4.34642 0.03 -0.19 0.14
H 5.31550 -4.56100 -4.59333 -0.01 0.03 0.02
H 6.47941 -3.26968 -4.22048 -0.61 0.39 0.11
```
Forces are in eV/Å.